{"formula": "C45H43FGeN4O6PdS", "method": "the ωB97M-V functional and the def2-TZVPD basis", "lumo_energy_ev": [2.15, 1.32], "homo_energy_ha": [-0.176, -0.189], "s_squared": 0.755, "total_charge": -1, "molar_mass_g_mol": 965.96, "multiplicity": 2, "e_above_lowest_kcal_mol": 0.0, "symbols": ["Pd", "O", "C", "O", "C", "C", "C", "C", "S", "C", "C", "H", "H", "H", "H", "H", "N", "C", "O", "C", "C", "C", "C", "N", "C", "H", "H", "H", "H", "H", "H", "C", "C", "C", "C", "C", "C", "O", "N", "C", "O", "N", "C", "O", "H", "H", "H", "H", "H", "H", "H", "H", "H", "H", "H", "C", "Ge", "C", "C", "C", "C", "C", "C", "C", "C", "C", "C", "C", "C", "C", "C", "C", "C", "H", "H", "H", "H", "H", "H", "H", "H", "H", "H", "H", "H", "H", "H", "H", "F", "C", "C", "C", "C", "C", "C", "C", "H", "H", "H", "H", "H", "H"], "xyz": [[0.35, 0.11, -0.03], [-1.81, 2.15, 7.86], [-2.11, 1.27, 6.87], [-3.05, 0.54, 7.01], [-1.23, 1.30, 5.68], [-0.45, 2.40, 5.32], [0.32, 2.38, 4.17], [0.33, 1.26, 3.33], [1.27, 1.34, 1.85], [-0.43, 0.15, 3.71], [-1.20, 0.17, 4.85], [-0.97, 2.58, 7.66], [-0.46, 3.31, 5.91], [0.89, 3.26, 3.89], [-0.40, -0.73, 3.08], [-1.81, -0.68, 5.12], [1.92, -4.99, -0.44], [0.65, -5.30, -0.13], [0.19, -6.43, -0.24], [-0.21, -4.18, 0.38], [-1.57, -4.41, 0.56], [-2.37, -3.39, 1.05], [-1.78, -2.17, 1.34], [-0.48, -1.93, 1.14], [0.28, -2.92, 0.68], [2.51, -5.75, -0.74], [2.36, -4.08, -0.30], [-1.96, -5.39, 0.32], [-3.43, -3.53, 1.21], [-2.36, -1.35, 1.74], [1.33, -2.68, 0.56], [5.23, -0.12, 1.81], [5.75, -1.18, 0.85], [5.16, -1.12, -0.58], [5.87, -2.14, -1.47], [5.30, -2.19, -2.88], [5.43, 0.27, -1.12], [6.54, 0.66, -1.41], [4.34, 1.09, -1.24], [3.02, 0.73, -0.94], [2.16, 1.61, -1.04], [2.71, -0.53, -0.59], [3.67, -1.47, -0.47], [3.39, -2.65, -0.24], [5.63, -0.28, 2.81], [4.14, -0.14, 1.89], [5.52, 0.89, 1.50], [5.52, -2.18, 1.23], [6.84, -1.11, 0.76], [5.77, -3.11, -0.99], [6.93, -1.88, -1.50], [4.26, -2.51, -2.88], [5.86, -2.90, -3.50], [5.36, -1.22, -3.37], [4.49, 2.04, -1.54], [-0.72, 3.70, 1.02], [-1.19, 1.99, 0.19], [-1.55, 2.64, -1.64], [-2.85, 2.96, -2.04], [-3.09, 3.58, -3.27], [-2.03, 3.90, -4.10], [-0.73, 3.60, -3.71], [-0.49, 2.97, -2.49], [-2.83, 1.37, 1.09], [-3.03, 1.79, 2.38], [-4.12, 1.35, 3.16], [-5.03, 0.48, 2.63], [-4.89, 0.02, 1.30], [-5.81, -0.90, 0.74], [-5.64, -1.38, -0.53], [-4.54, -0.95, -1.30], [-3.64, -0.06, -0.78], [-3.78, 0.46, 0.53], [-1.49, 4.41, 0.73], [0.24, 4.02, 0.61], [-0.64, 3.65, 2.10], [-3.69, 2.73, -1.40], [-4.10, 3.81, -3.56], [-2.21, 4.38, -5.06], [0.10, 3.84, -4.36], [0.53, 2.73, -2.21], [-2.31, 2.46, 2.85], [-4.22, 1.68, 4.19], [-5.87, 0.13, 3.22], [-6.65, -1.22, 1.34], [-6.35, -2.08, -0.95], [-4.40, -1.34, -2.30], [-2.79, 0.26, -1.37], [-0.15, 1.41, -6.84], [-0.19, 0.84, -5.61], [1.00, 0.60, -4.95], [0.95, 0.03, -3.69], [-0.27, -0.30, -3.08], [-0.29, -0.92, -1.73], [-1.44, -0.05, -3.80], [-1.41, 0.52, -5.06], [1.94, 0.85, -5.42], [1.87, -0.18, -3.15], [0.47, -1.71, -1.69], [-1.26, -1.38, -1.51], [-2.40, -0.31, -3.37], [-2.32, 0.73, -5.61]], "lowdin_charge": [0.601, 0.097, -0.490, 0.101, -0.167, -0.042, -0.136, -0.658, 0.629, -0.098, -0.019, 0.084, 0.110, 0.100, 0.069, 0.123, 0.192, -0.502, 0.028, -0.105, 0.007, -0.030, -0.123, 0.021, -0.081, 0.111, 0.040, 0.120, 0.105, 0.103, 0.092, -0.073, -0.166, -0.310, -0.185, -0.073, -0.431, 0.087, 0.222, -0.581, -0.057, 0.146, -0.428, -0.006, 0.074, 0.055, 0.080, 0.119, 0.120, 0.116, 0.116, 0.076, 0.072, 0.078, 0.163, -0.246, 0.875, -0.308, -0.115, -0.096, -0.104, -0.092, -0.108, -0.231, -0.103, -0.063, -0.035, -0.178, -0.047, -0.091, -0.073, -0.065, -0.200, 0.030, 0.022, -0.016, 0.095, 0.095, 0.097, 0.104, 0.080, 0.085, 0.104, 0.110, 0.107, 0.097, 0.100, 0.056, 0.028, -0.304, -0.013, -0.042, -0.294, -0.208, -0.042, -0.019, 0.115, 0.098, 0.048, 0.041, 0.094, 0.117]}